1.
Below is a single C12H18N2O3S molecule, with properties calculated with wB97M-V/def2-TZVPD.

Last column: Löwdin charge in e.
Cartesian coordinates (Å):
O (1.48, -3.07, 0.52)  0.072
O (3.33, -0.19, -1.44)  0.124
O (3.77, 1.86, -1.76)  0.028
S (3.65, 2.54, 1.14)  1.070
C (2.05, -2.09, 0.93)  -0.495
C (2.93, 2.06, 2.65)  -0.385
C (2.21, 0.93, 2.49)  -0.158
C (2.22, 0.32, 1.21)  -0.204
C (2.97, 1.11, 0.30)  -0.335
N (1.40, -0.85, 0.97)  0.000
N (3.35, 0.92, -1.05)  -0.421
C (3.44, -2.32, 1.46)  0.003
C (-4.70, 0.51, -2.95)  -0.131
C (-0.04, -0.70, 1.10)  -0.140
C (-4.16, 0.66, -1.49)  -0.257
C (-0.61, -0.18, -0.23)  -0.208
C (-2.63, 0.54, -1.55)  -0.199
C (-2.13, -0.19, -0.23)  -0.197
H (3.07, 2.61, 3.62)  0.105
H (1.64, 0.64, 3.38)  0.128
H (3.50, -1.99, 2.57)  0.114
H (4.14, -1.82, 0.78)  0.079
H (3.57, -3.43, 1.47)  0.098
H (-4.22, -0.40, -3.27)  0.055
H (-5.84, 0.53, -2.97)  0.091
H (-4.41, 1.29, -3.63)  0.056
H (-0.32, -0.06, 1.88)  0.104
H (-0.54, -1.59, 1.34)  0.113
H (-4.79, -0.02, -0.96)  0.091
H (-4.54, 1.65, -1.25)  0.096
H (-0.18, 0.83, -0.39)  0.122
H (-0.24, -0.76, -1.04)  0.111
H (-2.27, -0.02, -2.39)  0.099
H (-2.18, 1.51, -1.65)  0.103
H (-2.41, 0.42, 0.69)  0.137
H (-2.48, -1.24, -0.24)  0.129

LUMO level: -1.007 eV
structure (SMILES): CCCCCCN(C(C)=O)c1ccsc1[N+](=O)[O-]
Kohn-Sham gap: 0.30946 hartree
energy above the lowest of the compared OMol25 structures with the same formula, charge and spin: 143.38 kcal/mol
maximum force: 3.51 eV/Å
total energy: -1201.31839 a.u.
charge: 0


2.
Below is a molecular structure, C25H26MnN4O4S, with properties calculated with wB97M-V/def2-TZVPD.

Last column: Löwdin spin population.
Cartesian coordinates (Å):
Mn (0.41, 0.30, -0.30)  0.980
O (-0.79, 0.79, -1.76)  0.014
C (-2.05, 1.10, -1.64)  0.000
C (-2.77, 1.42, -2.81)  0.002
C (-4.11, 1.74, -2.78)  -0.002
C (-4.81, 1.78, -1.57)  0.003
C (-4.13, 1.48, -0.42)  -0.002
C (-2.77, 1.14, -0.41)  0.002
C (-2.17, 0.87, 0.89)  -0.006
N (-0.95, 0.51, 1.06)  -0.001
N (-0.52, 0.38, 2.38)  0.001
C (0.76, 0.15, 2.39)  0.004
O (1.51, 0.02, 1.35)  0.006
C (1.41, 0.02, 3.73)  0.000
C (0.69, 0.24, 4.90)  0.001
C (1.31, 0.12, 6.14)  0.000
C (2.65, -0.22, 6.21)  0.001
C (3.38, -0.44, 5.05)  0.000
C (2.76, -0.32, 3.82)  0.001
H (-2.23, 1.38, -3.75)  0.000
H (-4.62, 1.98, -3.71)  0.000
H (-5.86, 2.03, -1.55)  0.000
H (-4.65, 1.50, 0.54)  0.000
H (-2.79, 1.01, 1.78)  -0.001
H (-0.36, 0.50, 4.83)  0.000
H (0.74, 0.29, 7.04)  0.000
H (3.14, -0.32, 7.18)  0.000
H (4.42, -0.71, 5.10)  0.000
H (3.32, -0.48, 2.90)  0.000
C (-0.05, 3.39, -0.28)  0.001
O (0.90, 2.38, 0.05)  -0.001
C (2.17, 2.55, -0.57)  0.001
C (2.15, 1.98, -1.97)  0.000
O (1.95, 0.58, -1.85)  0.001
C (1.78, -0.04, -3.12)  0.000
H (0.37, 4.37, -0.06)  0.000
H (-0.93, 3.22, 0.33)  0.000
H (-0.34, 3.34, -1.34)  0.000
H (2.88, 2.01, 0.05)  0.000
H (2.44, 3.61, -0.59)  0.000
H (3.10, 2.18, -2.48)  0.000
H (1.34, 2.41, -2.56)  0.000
H (2.69, 0.11, -3.72)  0.000
H (0.91, 0.37, -3.63)  0.000
H (1.63, -1.10, -2.96)  0.000
N (2.87, -1.85, -0.23)  -0.001
C (1.71, -2.38, -0.69)  -0.003
N (0.58, -1.74, -0.75)  -0.001
C (-0.43, -2.57, -1.27)  0.002
C (-1.77, -2.24, -1.39)  0.001
C (-2.64, -3.17, -1.94)  0.000
C (-2.19, -4.42, -2.36)  0.000
C (-0.86, -4.77, -2.23)  0.000
C (0.00, -3.83, -1.68)  0.000
S (1.70, -4.00, -1.34)  -0.002
H (2.73, -1.09, 0.44)  0.000
H (3.61, -2.50, -0.03)  0.000
H (-2.13, -1.28, -1.06)  0.000
H (-3.69, -2.92, -2.03)  0.000
H (-2.89, -5.13, -2.78)  0.000
H (-0.50, -5.74, -2.53)  0.000

LUMO level (spin up / spin down): 0.436 / 0.436 eV
spin multiplicity: 2
Kohn-Sham gap (spin up / spin down): 0.27687 / 0.27120 hartree
maximum force: 0.45 eV/Å
total energy: -3037.47321 a.u.
charge: 0


3.
Below is a molecular structure, C28H49LuN2OP3Se, with properties calculated with wB97M-V/def2-TZVPD.

Last column: Löwdin charge in e.
Cartesian coordinates (Å):
Lu (0.34, 0.10, -0.18)  0.924
P (-1.50, -2.07, -0.44)  0.845
P (2.77, -0.65, 0.86)  0.714
P (1.70, -1.42, -2.19)  0.682
H (-2.44, 4.35, -7.26)  0.074
C (-2.45, 3.39, -7.79)  -0.110
C (-3.41, 2.46, -7.61)  -0.073
H (-4.32, 2.68, -7.05)  0.058
C (-2.91, -1.91, 0.68)  -0.193
C (-0.34, -2.95, 0.65)  -0.190
C (-2.00, -3.35, -1.61)  -0.184
C (4.06, 0.68, 0.80)  -0.231
C (2.47, -0.59, 2.66)  -0.292
C (3.73, -2.21, 0.81)  -0.248
C (0.77, -1.29, -3.77)  -0.245
C (2.08, -3.20, -2.19)  -0.255
C (3.30, -0.69, -2.71)  -0.233
H (-1.67, 3.25, -8.55)  0.069
H (-3.35, 1.51, -8.14)  0.058
H (-3.48, -1.01, 0.44)  0.067
H (-2.56, -1.86, 1.71)  0.067
H (-3.55, -2.79, 0.57)  0.088
H (-0.18, -2.41, 1.60)  0.057
H (0.62, -3.20, 0.16)  0.038
H (-0.85, -3.90, 0.88)  0.106
H (-2.80, -3.00, -2.29)  0.094
H (-2.41, -4.20, -1.02)  0.093
H (-1.16, -3.74, -2.20)  0.060
H (4.74, 0.57, 1.66)  0.068
H (3.55, 1.65, 0.86)  0.050
H (4.63, 0.63, -0.13)  0.050
H (3.40, -0.76, 3.23)  0.074
H (1.73, -1.34, 2.94)  0.034
H (2.07, 0.39, 2.94)  0.035
H (4.46, -2.22, 1.63)  0.071
H (4.27, -2.35, -0.14)  0.045
H (3.05, -3.06, 0.95)  0.043
H (1.30, -1.86, -4.54)  0.070
H (0.68, -0.24, -4.08)  0.037
H (-0.24, -1.70, -3.65)  0.031
H (2.60, -3.46, -3.12)  0.074
H (1.17, -3.80, -2.12)  0.030
H (2.73, -3.47, -1.35)  0.026
H (3.61, -1.16, -3.65)  0.074
H (4.07, -0.85, -1.96)  0.028
H (3.17, 0.38, -2.87)  0.046
C (0.46, 2.46, -3.25)  -0.707
C (-0.81, 2.05, -3.70)  -0.171
C (-1.15, 2.20, -5.04)  -0.066
C (-0.22, 2.77, -5.92)  -0.064
C (1.04, 3.17, -5.49)  -0.045
C (1.40, 2.98, -4.16)  -0.123
Se (0.83, 2.43, -1.41)  0.608
H (-1.40, -0.63, -1.15)  0.069
H (-1.53, 1.63, -2.99)  0.073
H (-2.13, 1.90, -5.40)  0.089
H (-0.49, 2.93, -6.96)  0.066
H (1.73, 3.64, -6.20)  0.128
H (2.40, 3.26, -3.83)  0.105
C (-2.46, 1.10, 5.95)  0.057
N (-2.33, 1.12, 4.50)  -0.024
N (-1.20, 0.82, 3.82)  0.062
C (-1.46, 0.83, 2.49)  -0.336
O (-0.58, 0.42, 1.60)  -0.307
C (-2.81, 1.25, 2.35)  0.069
C (-3.31, 1.37, 3.62)  -0.240
C (-4.68, 1.68, 4.08)  0.015
C (-0.01, 0.44, 4.54)  -0.242
C (0.11, -0.85, 5.06)  -0.039
C (1.18, -1.14, 5.89)  -0.047
C (2.12, -0.15, 6.20)  -0.032
C (1.96, 1.16, 5.72)  -0.038
C (0.89, 1.46, 4.88)  -0.019
H (-1.48, 1.11, 6.45)  0.109
H (-3.02, 0.22, 6.27)  0.116
H (-3.01, 1.99, 6.25)  0.112
H (-3.33, 1.40, 1.40)  0.133
H (-5.14, 0.84, 4.63)  0.112
H (-4.74, 2.56, 4.73)  0.109
H (-5.30, 1.88, 3.19)  0.102
H (-0.65, -1.59, 4.80)  0.129
H (1.28, -2.14, 6.31)  0.122
H (2.97, -0.37, 6.84)  0.125
H (2.66, 1.95, 6.00)  0.126
H (0.71, 2.47, 4.49)  0.140

LUMO level: -10.429 eV
Kohn-Sham gap: 0.15714 hartree
energy above the lowest of the compared OMol25 structures with the same formula, charge and spin: 17.46 kcal/mol
maximum force: 2.99 eV/Å
total energy: -5941.15949 a.u.
charge: +3


4.
Below is a molecular structure, C3H3CoO3, with properties calculated with wB97M-V/def2-TZVPD.

Last column: Löwdin spin population.
Cartesian coordinates (Å):
H (0.48, 3.34, 0.04)  0.025
O (2.11, 0.35, 0.00)  0.132
C (1.53, -0.81, 0.05)  0.072
C (0.19, -0.93, -0.16)  0.067
O (-0.61, 0.34, -0.28)  0.157
C (-1.19, -0.82, 0.28)  0.547
O (-2.39, -1.09, -0.20)  0.176
Co (0.76, 1.72, 0.02)  2.814
H (2.13, -1.71, 0.24)  0.003
H (-3.01, -0.37, 0.00)  0.007

LUMO level (spin up / spin down): 0.503 / -0.716 eV
spin multiplicity: 5
Kohn-Sham gap (spin up / spin down): 0.32376 / 0.30401 hartree
energy above the lowest of the compared OMol25 structures with the same formula, charge and spin: 53.75 kcal/mol
maximum force: 1.66 eV/Å
total energy: -1724.36398 a.u.
charge: 0


Which formula does entry 3 have? C28H49LuN2OP3Se


Repeat the first record exactly.
Below is a single C12H18N2O3S molecule, with properties calculated with wB97M-V/def2-TZVPD.

Last column: Löwdin charge in e.
Cartesian coordinates (Å):
O (1.48, -3.07, 0.52)  0.072
O (3.33, -0.19, -1.44)  0.124
O (3.77, 1.86, -1.76)  0.028
S (3.65, 2.54, 1.14)  1.070
C (2.05, -2.09, 0.93)  -0.495
C (2.93, 2.06, 2.65)  -0.385
C (2.21, 0.93, 2.49)  -0.158
C (2.22, 0.32, 1.21)  -0.204
C (2.97, 1.11, 0.30)  -0.335
N (1.40, -0.85, 0.97)  0.000
N (3.35, 0.92, -1.05)  -0.421
C (3.44, -2.32, 1.46)  0.003
C (-4.70, 0.51, -2.95)  -0.131
C (-0.04, -0.70, 1.10)  -0.140
C (-4.16, 0.66, -1.49)  -0.257
C (-0.61, -0.18, -0.23)  -0.208
C (-2.63, 0.54, -1.55)  -0.199
C (-2.13, -0.19, -0.23)  -0.197
H (3.07, 2.61, 3.62)  0.105
H (1.64, 0.64, 3.38)  0.128
H (3.50, -1.99, 2.57)  0.114
H (4.14, -1.82, 0.78)  0.079
H (3.57, -3.43, 1.47)  0.098
H (-4.22, -0.40, -3.27)  0.055
H (-5.84, 0.53, -2.97)  0.091
H (-4.41, 1.29, -3.63)  0.056
H (-0.32, -0.06, 1.88)  0.104
H (-0.54, -1.59, 1.34)  0.113
H (-4.79, -0.02, -0.96)  0.091
H (-4.54, 1.65, -1.25)  0.096
H (-0.18, 0.83, -0.39)  0.122
H (-0.24, -0.76, -1.04)  0.111
H (-2.27, -0.02, -2.39)  0.099
H (-2.18, 1.51, -1.65)  0.103
H (-2.41, 0.42, 0.69)  0.137
H (-2.48, -1.24, -0.24)  0.129

LUMO level: -1.007 eV
structure (SMILES): CCCCCCN(C(C)=O)c1ccsc1[N+](=O)[O-]
Kohn-Sham gap: 0.30946 hartree
energy above the lowest of the compared OMol25 structures with the same formula, charge and spin: 143.38 kcal/mol
maximum force: 3.51 eV/Å
total energy: -1201.31839 a.u.
charge: 0


Copy entry 1 word for word.
Below is a single C12H18N2O3S molecule, with properties calculated with wB97M-V/def2-TZVPD.

Last column: Löwdin charge in e.
Cartesian coordinates (Å):
O (1.48, -3.07, 0.52)  0.072
O (3.33, -0.19, -1.44)  0.124
O (3.77, 1.86, -1.76)  0.028
S (3.65, 2.54, 1.14)  1.070
C (2.05, -2.09, 0.93)  -0.495
C (2.93, 2.06, 2.65)  -0.385
C (2.21, 0.93, 2.49)  -0.158
C (2.22, 0.32, 1.21)  -0.204
C (2.97, 1.11, 0.30)  -0.335
N (1.40, -0.85, 0.97)  0.000
N (3.35, 0.92, -1.05)  -0.421
C (3.44, -2.32, 1.46)  0.003
C (-4.70, 0.51, -2.95)  -0.131
C (-0.04, -0.70, 1.10)  -0.140
C (-4.16, 0.66, -1.49)  -0.257
C (-0.61, -0.18, -0.23)  -0.208
C (-2.63, 0.54, -1.55)  -0.199
C (-2.13, -0.19, -0.23)  -0.197
H (3.07, 2.61, 3.62)  0.105
H (1.64, 0.64, 3.38)  0.128
H (3.50, -1.99, 2.57)  0.114
H (4.14, -1.82, 0.78)  0.079
H (3.57, -3.43, 1.47)  0.098
H (-4.22, -0.40, -3.27)  0.055
H (-5.84, 0.53, -2.97)  0.091
H (-4.41, 1.29, -3.63)  0.056
H (-0.32, -0.06, 1.88)  0.104
H (-0.54, -1.59, 1.34)  0.113
H (-4.79, -0.02, -0.96)  0.091
H (-4.54, 1.65, -1.25)  0.096
H (-0.18, 0.83, -0.39)  0.122
H (-0.24, -0.76, -1.04)  0.111
H (-2.27, -0.02, -2.39)  0.099
H (-2.18, 1.51, -1.65)  0.103
H (-2.41, 0.42, 0.69)  0.137
H (-2.48, -1.24, -0.24)  0.129

LUMO level: -1.007 eV
structure (SMILES): CCCCCCN(C(C)=O)c1ccsc1[N+](=O)[O-]
Kohn-Sham gap: 0.30946 hartree
energy above the lowest of the compared OMol25 structures with the same formula, charge and spin: 143.38 kcal/mol
maximum force: 3.51 eV/Å
total energy: -1201.31839 a.u.
charge: 0